# 1
Computed, not measured: a molecular structure, C31H45AlClF5P, with wB97M-V/def2-TZVPD.

## Properties
* molar mass: 606.10 g/mol
* net charge: -1
* HOMO-LUMO gap (alpha / beta): 2.428 / 3.595 eV
* total energy: -2751.507229 a.u.
* 2S+1: 1

Geometry (Å):
Al: -2.1943 -0.2029 1.8856
Cl: -2.5574 0.6005 3.8001
P: -0.0258 0.1468 -0.3090
C: 0.1639 0.3336 1.4322
H: 0.2546 1.3586 1.7849
H: 0.7748 -0.4274 1.9057
C: -1.6149 0.8101 -0.9599
C: -0.0103 -1.6605 -0.6951
C: -1.5013 1.2660 -2.4354
H: -2.3125 -0.0514 -0.9385
C: -2.8798 1.6621 -2.9742
H: -0.8195 2.1261 -2.5069
H: -1.0759 0.4723 -3.0684
C: -3.5559 2.7383 -2.1160
H: -2.7724 2.0174 -4.0063
H: -3.5175 0.7680 -3.0067
C: -3.5743 2.3787 -0.6267
H: -3.0265 3.6913 -2.2495
H: -4.5822 2.8936 -2.4676
C: -2.2112 1.9249 -0.0819
H: -3.9255 3.2362 -0.0387
H: -4.3016 1.5712 -0.4595
H: -1.5127 2.7782 -0.0506
H: -2.3746 1.6061 0.9971
C: 1.4480 1.0138 -0.9709
C: 1.3415 -2.3064 -0.3506
H: -0.7683 -2.0910 -0.0082
C: 1.2260 -3.8276 -0.4800
H: 2.1238 -1.9274 -1.0279
H: 1.6556 -2.0498 0.6714
C: 0.7428 -4.2508 -1.8675
H: 2.1958 -4.2885 -0.2578
H: 0.5195 -4.1957 0.2780
C: -0.5534 -3.5410 -2.2629
H: 1.5210 -4.0239 -2.6091
H: 0.5896 -5.3364 -1.8937
C: -0.4636 -2.0196 -2.1225
H: -0.8278 -3.7972 -3.2941
H: -1.3713 -3.9022 -1.6224
H: 0.2440 -1.6065 -2.8598
H: -1.4491 -1.5829 -2.3479
C: 1.3153 2.5376 -0.8203
H: 2.2387 0.6848 -0.2740
C: 2.6573 3.2086 -1.1266
H: 0.5483 2.9198 -1.5101
H: 0.9981 2.8059 0.1959
C: 3.1778 2.8340 -2.5183
H: 2.5436 4.2967 -1.0459
H: 3.3857 2.9013 -0.3619
C: 3.1876 1.3215 -2.7703
H: 2.5477 3.3205 -3.2740
H: 4.1893 3.2319 -2.6494
C: 1.8668 0.6355 -2.3975
H: 3.4055 1.1195 -3.8262
H: 3.9944 0.8632 -2.1818
H: 1.0788 0.9358 -3.1041
H: 1.9819 -0.4523 -2.4988
C: 2.1092 2.6209 2.4623
C: 2.5577 1.3126 2.2381
H: 2.3566 3.4379 1.7686
C: 2.5976 0.3205 3.3603
H: 3.2055 1.0968 1.3776
C: 1.4385 0.5499 4.3464
H: 2.5797 -0.7018 2.9604
H: 3.5452 0.4005 3.9313
C: 1.3566 2.0072 4.7966
H: 0.4875 0.2667 3.8806
H: 1.5667 -0.0990 5.2237
C: 1.2270 2.9785 3.6046
H: 0.5064 2.1393 5.4794
H: 2.2639 2.2595 5.3603
H: 0.1656 3.0016 3.2860
H: 1.4438 4.0042 3.9408
F: -0.7923 -2.4978 3.0694
C: -1.6958 -3.0047 2.1681
C: -2.4879 -2.0862 1.4718
C: -3.2813 -2.6142 0.4478
F: -3.9367 -1.7500 -0.3873
C: -3.3523 -3.9849 0.1909
F: -4.1615 -4.4681 -0.7821
C: -2.5714 -4.8645 0.9380
F: -2.6319 -6.1892 0.6984
C: -1.7175 -4.3789 1.9268
F: -0.9176 -5.2253 2.6154

# 2
Computed, not measured: a molecular structure, C31H45BrN2P2Pd, with wB97M-V/def2-TZVPD.

## Properties
* molar mass: 693.99 g/mol
* net charge: 0
* HOMO-LUMO gap (alpha / beta): 7.252 / 7.252 eV
* total energy: -4702.298128 a.u.
* 2S+1: 1

Geometry (Å):
C: -0.8997 6.9553 -3.9449
C: -1.0798 5.5814 -4.2033
C: -1.3881 5.1868 -5.5205
C: -1.5062 6.1742 -6.5106
N: -1.3334 7.4687 -6.2437
C: -1.0387 7.8644 -5.0052
C: -0.9601 4.6013 -3.1498
C: -0.8822 3.7597 -2.2692
C: -0.7327 2.7968 -1.2217
C: 0.3604 2.9134 -0.3540
C: 0.5698 1.9651 0.6526
C: -0.3476 0.9306 0.7488
C: -1.4781 0.8007 -0.0491
C: -1.6525 1.7412 -1.0645
Pd: -0.0213 -0.4705 2.2070
P: 1.7350 -1.4645 1.2471
H: -1.5375 4.1352 -5.7727
H: -0.6594 7.3146 -2.9423
H: -1.7471 5.8907 -7.5391
H: -0.9050 8.9356 -4.8290
H: -2.5058 1.6749 -1.7383
H: 1.0522 3.7492 -0.4628
H: -2.1959 0.0005 0.1327
H: 1.4065 2.0498 1.3407
C: 2.0175 -3.0730 2.0452
C: 2.9924 -4.0397 1.3567
H: 1.0063 -3.5049 2.1434
H: 2.3299 -2.8553 3.0821
H: 3.2180 -4.8698 2.0377
H: 2.5627 -4.4772 0.4477
H: 3.9458 -3.5673 1.0942
C: 1.5215 -1.6763 -0.5538
C: 2.5794 -1.0086 -1.4304
H: 0.5303 -1.2336 -0.7400
H: 1.4372 -2.7534 -0.7756
H: 2.3317 -1.1772 -2.4857
H: 2.6125 0.0778 -1.2781
H: 3.5836 -1.4205 -1.2651
C: 3.1406 -0.3441 1.5809
C: 4.5246 -0.9946 1.5698
H: 2.9385 0.1152 2.5601
H: 3.0926 0.4739 0.8474
H: 5.2865 -0.2178 1.7188
H: 4.6381 -1.7213 2.3824
H: 4.7474 -1.4844 0.6139
Br: -1.0258 -1.9704 3.9658
P: -2.9341 -3.9807 -1.9665
C: -1.0860 -4.0453 -1.8542
C: -0.5430 -5.4679 -2.0098
H: -0.8023 -3.6164 -0.8810
H: -0.7029 -3.3887 -2.6509
H: 0.5228 -5.4275 -2.2664
H: -0.6415 -6.0383 -1.0769
H: -1.0627 -6.0147 -2.8081
C: -3.3716 -3.6750 -0.1932
C: -4.7842 -4.1841 0.1128
H: -3.2764 -2.6008 0.0274
H: -2.6220 -4.2209 0.3964
H: -4.8834 -4.3564 1.1898
H: -5.5507 -3.4563 -0.1796
H: -4.9852 -5.1290 -0.4091
C: -3.1459 -2.2643 -2.6214
C: -3.3945 -2.2535 -4.1321
H: -2.2451 -1.6885 -2.3608
H: -4.0039 -1.8375 -2.0803
H: -3.8617 -1.3037 -4.4156
H: -2.4583 -2.3466 -4.6961
H: -4.0648 -3.0676 -4.4357
C: 1.8276 3.4590 6.9957
C: 1.4045 2.5693 5.8592
C: 1.9137 1.2722 5.7600
C: 1.4985 0.4485 4.7197
N: 0.5885 0.8752 3.8297
C: 0.0724 2.1072 3.8976
C: 0.5158 3.0056 4.8728
H: 1.5460 3.0212 7.9589
H: 2.9130 3.5981 7.0152
H: 1.3621 4.4428 6.9258
H: 2.6711 0.8990 6.4454
H: 1.8546 -0.5801 4.6141
H: -0.6719 2.3891 3.1475
H: 0.1373 4.0241 4.8442

# 3
Computed, not measured: a molecular structure, C31H45Cl2N4O2PPtS2, with wB97M-V/def2-TZVPD.

## Properties
* molar mass: 866.82 g/mol
* net charge: +2
* HOMO-LUMO gap (alpha / beta): 7.774 / 4.523 eV
* total energy: -3754.607510 a.u.
* 2S+1: 5

Geometry (Å):
Pt: 0.0637 1.2757 -1.5702
S: -1.2912 2.9556 -0.6304
C: -0.1570 3.6629 0.4975
C: -0.7306 4.4890 1.5029
N: -1.2480 5.1386 2.3018
C: 1.1999 3.4451 0.4725
S: 1.9890 2.5415 -0.7313
C: 2.0306 3.9637 1.5212
N: 2.7114 4.2874 2.3884
C: 2.3218 -1.9212 -4.0593
C: 1.2344 -0.9788 -3.6429
O: 1.4136 -0.1809 -2.7044
N: 0.0903 -1.0374 -4.3397
C: -1.0523 -0.1949 -4.0488
C: -0.8243 1.2249 -4.5129
C: -1.1845 1.6498 -5.7788
C: -0.9115 2.9549 -6.1598
C: -0.2729 3.8004 -5.2643
C: 0.0621 3.3119 -4.0175
N: -0.2160 2.0559 -3.6523
H: 3.0291 -2.0396 -3.2436
H: 2.8529 -1.4958 -4.9133
H: 1.9202 -2.8906 -4.3506
H: 0.0327 -1.6804 -5.1134
H: -1.2175 -0.1887 -2.9642
H: -1.9391 -0.6173 -4.5142
H: -1.6823 0.9661 -6.4542
H: -1.1910 3.3086 -7.1434
H: -0.0271 4.8193 -5.5283
H: 0.5676 3.9329 -3.2889
Cl: -3.3645 1.7039 -2.6145
C: -3.8151 3.3863 -3.0163
Cl: -4.9597 4.0306 -1.8547
H: -4.2682 3.3809 -4.0000
H: -2.9158 3.9922 -2.9897
O: 0.9524 -0.1121 -0.0672
P: 0.7120 -0.9805 1.1772
C: -0.9316 -0.6087 1.8846
C: -0.8853 0.8415 2.4010
C: -2.1973 1.2229 3.1105
C: -3.4019 0.4527 2.5564
C: -3.2285 0.2002 1.0637
C: -2.0214 -0.7206 0.7907
C: 2.0677 -0.7321 2.4008
C: 2.8689 0.5325 2.0618
C: 4.0975 0.6143 2.9715
C: 3.7271 0.4984 4.4690
C: 2.2163 0.4106 4.6813
C: 1.6318 -0.7684 3.8940
C: 0.8803 -2.7390 0.7346
C: 0.5190 -3.6620 1.9216
C: -0.8200 -4.3625 1.6981
C: -0.7901 -5.2322 0.4269
C: 0.0864 -4.6193 -0.6817
C: 0.1176 -3.0958 -0.5526
H: -1.1431 -1.2993 2.7038
H: -0.7152 1.4815 1.5323
H: -0.0488 0.9996 3.0818
H: -2.3592 2.2975 2.9950
H: -2.1017 1.0312 4.1801
H: -4.3139 1.0201 2.7375
H: -3.5170 -0.5042 3.0723
H: -3.0920 1.1631 0.5566
H: -4.1241 -0.2577 0.6438
H: -1.5912 -0.4506 -0.1825
H: -2.3658 -1.7522 0.7244
H: 2.7239 -1.5849 2.2068
H: 2.2457 1.4211 2.1975
H: 3.1876 0.5017 1.0183
H: 4.6071 1.5591 2.7772
H: 4.7978 -0.1758 2.6927
H: 4.1052 1.3616 5.0158
H: 4.2037 -0.3769 4.9135
H: 1.7396 1.3468 4.3761
H: 1.9976 0.2639 5.7389
H: 0.5476 -0.7571 4.0094
H: 1.9875 -1.6950 4.3468
H: 1.9508 -2.8127 0.5151
H: 0.4930 -3.1017 2.8611
H: 1.2961 -4.4194 2.0386
H: -1.6193 -3.6189 1.6217
H: -1.0526 -4.9845 2.5616
H: -1.8105 -5.3654 0.0653
H: -0.4054 -6.2205 0.6803
H: -0.2950 -4.9047 -1.6628
H: 1.1105 -4.9955 -0.6092
H: -0.9105 -2.7284 -0.5285
H: 0.6199 -2.6344 -1.4057